Arrangement i

C35H39N5O8PSTi | wB97M-V/def2-TZVPD

Charge = +1
Highest occupied orbital energy = -10.4 eV
Gap between HOMO and LUMO = 6.42 eV
Multiplicity = 1

Positions of all 90 atoms, in Å:
Ti -0.3415 -0.4464 -0.1355
O 2.5600 -6.1600 -2.9782
C 1.5215 -5.5698 -2.7302
O 0.3217 -5.7885 -2.9805
C 1.6346 -4.2729 -1.9346
C 1.4570 -4.2542 -0.5500
C 1.1958 -3.0491 0.0645
N 1.1497 -1.9090 -0.6377
C 1.5995 -1.8882 -1.9084
C 1.8240 -3.0533 -2.6009
C 1.8956 -0.5052 -2.3302
C 2.6671 -0.1481 -3.4249
C 3.0816 1.1702 -3.5318
C 2.7104 2.0815 -2.5529
C 1.8784 1.6517 -1.5311
N 1.4816 0.3932 -1.4268
C 0.9275 -2.8060 1.4972
C 1.2807 -3.6796 2.5084
C 1.0697 -3.2958 3.8255
C 0.5394 -2.0431 4.0805
C 0.2185 -1.2263 3.0061
N 0.3837 -1.6007 1.7444
H 1.4383 -5.1813 0.0062
H 2.1195 -3.0508 -3.6400
H 2.9735 -0.8897 -4.1465
H 3.7091 1.4778 -4.3568
H 3.0480 3.1070 -2.5845
H 1.5179 2.3250 -0.7656
H 1.7339 -4.6302 2.2687
H 1.3359 -3.9583 4.6369
H 0.3842 -1.6916 5.0899
H -0.1751 -0.2297 3.1570
C 1.2319 4.2989 1.5472
C 1.1300 2.8695 2.0733
C 0.8987 2.8668 3.5858
O 2.2813 2.1131 1.7326
C -0.0730 2.1647 1.4321
O -1.1607 2.7052 1.3872
O 0.1283 0.9254 1.0794
H 2.0199 4.8293 2.0837
H 0.2935 4.8263 1.6934
H 1.4838 4.3082 0.4865
H 1.7360 3.3535 4.0870
H 0.8288 1.8457 3.9604
H -0.0129 3.4055 3.8343
H 3.0484 2.5404 2.1313
C -1.9157 -5.1620 -0.9499
N -1.8150 -3.8915 -1.6613
C -1.9320 -3.8588 -3.0278
C -1.9145 -2.6960 -3.7015
C -1.7406 -1.4482 -2.9895
O -1.8170 -0.3464 -3.5311
N -1.4720 -1.5577 -1.6357
C -1.5371 -2.7429 -1.0038
O -1.2804 -2.6889 0.2216
H -2.9264 -5.5523 -1.0589
H -1.7131 -4.9815 0.1024
H -1.1918 -5.8516 -1.3837
H -2.0221 -4.8245 -3.5019
H -2.0255 -2.6648 -4.7726
C -0.7801 2.2416 -3.6852
S -1.7993 1.9358 -2.2402
C -1.6201 3.5769 -1.5282
O -0.9614 1.0979 -1.2748
H -1.1955 3.1194 -4.1744
H -0.8477 1.3743 -4.3306
H 0.2429 2.4395 -3.3716
H -2.1675 4.2660 -2.1666
H -0.5689 3.8548 -1.4719
H -2.0420 3.5696 -0.5253
C -3.8064 0.8799 0.0759
P -2.7425 -0.2920 0.9663
C -2.8413 0.3512 2.6680
C -3.7347 -1.8082 1.0113
C -4.5104 -2.1672 -0.0886
C -5.2073 -3.3672 -0.0915
C -5.1377 -4.2139 1.0034
C -4.3699 -3.8591 2.1040
C -3.6670 -2.6669 2.1062
H -3.8405 0.6415 -0.9842
H -3.3936 1.8782 0.2176
H -4.8175 0.8464 0.4847
H -3.8885 0.4992 2.9380
H -2.3224 1.3058 2.7112
H -2.4019 -0.3438 3.3791
H -4.5738 -1.5197 -0.9521
H -5.8101 -3.6343 -0.9477
H -5.6835 -5.1461 1.0026
H -4.3164 -4.5150 2.9612
H -3.0539 -2.4176 2.9624

=====

Arrangement ii

C35H39N5O8PSTi | wB97M-V/def2-TZVPD

Charge = +1
Highest occupied orbital energy = -10.6 eV
Gap between HOMO and LUMO = 6.73 eV
Multiplicity = 1

Positions of all 90 atoms, in Å:
Ti -0.3536 -0.1190 0.0944
O -0.2003 3.6934 5.1836
C 0.6970 2.9671 4.7498
O 1.4871 2.1793 5.3162
C 0.7902 2.9032 3.2043
C -0.2004 3.4351 2.3860
C -0.3360 3.0030 1.0770
N 0.4637 2.0339 0.5781
C 1.5509 1.7166 1.3077
C 1.7715 2.1386 2.6008
C 2.4608 0.7464 0.6771
C 3.8321 0.8096 0.8433
C 4.6244 -0.1369 0.2164
C 4.0151 -1.1154 -0.5492
C 2.6383 -1.1220 -0.6604
N 1.8675 -0.2024 -0.0634
C -1.3607 3.5902 0.1701
C -2.4706 4.2650 0.6748
C -3.3452 4.8747 -0.2082
C -3.0930 4.7879 -1.5678
C -1.9695 4.0851 -1.9769
N -1.1211 3.4968 -1.1401
H -0.8829 4.1392 2.8406
H 2.5955 1.7709 3.1981
H 4.2592 1.5990 1.4456
H 5.7001 -0.1097 0.3265
H 4.5876 -1.8813 -1.0519
H 2.1326 -1.8939 -1.2107
H -2.6557 4.3107 1.7381
H -4.2076 5.4127 0.1628
H -3.7378 5.2609 -2.2952
H -1.7316 4.0049 -3.0331
C -0.2097 -5.1322 -0.7264
C -0.3650 -3.8518 0.0753
C -0.8456 -4.1271 1.4977
O 0.8554 -3.1412 0.0624
C -1.3919 -2.9344 -0.5984
O -2.2326 -3.2789 -1.3797
O -1.3012 -1.6383 -0.2196
H 0.4797 -5.7963 -0.2061
H 0.1996 -4.9085 -1.7111
H -1.1681 -5.6330 -0.8504
H -0.0942 -4.7250 2.0159
H -1.7798 -4.6878 1.4838
H -1.0014 -3.1973 2.0463
H 1.2236 -2.9983 0.9565
C 2.3940 -1.2511 4.9747
N 1.2347 -0.8622 4.1699
C 0.2294 -0.1345 4.7112
C -0.8534 0.2617 3.9864
C -0.7715 -0.0076 2.6161
O -1.5300 0.4598 1.6830
N 0.2117 -0.7476 2.0766
C 1.2179 -1.2665 2.8385
O 2.0726 -2.0261 2.3984
H 2.3401 -0.7230 5.9216
H 3.3051 -0.9688 4.4532
H 2.3995 -2.3276 5.1321
H 0.3492 0.1362 5.7491
H -1.6258 0.8840 4.4084
C -4.0815 -0.3220 -1.8263
S -3.3842 0.2712 -0.2989
C -4.3442 1.7506 -0.0796
O -1.9985 0.8251 -0.7227
H -5.1181 -0.5943 -1.6270
H -3.5242 -1.2184 -2.0985
H -4.0213 0.4486 -2.5924
H -5.3901 1.4585 0.0108
H -4.1895 2.4202 -0.9252
H -4.0071 2.2131 0.8455
C 1.4275 1.7446 -2.5842
P 0.2673 0.3627 -2.4325
C -1.1204 0.8530 -3.4941
C 0.9943 -1.0167 -3.3581
C 2.2782 -0.9602 -3.8961
C 2.7938 -2.0496 -4.5836
C 2.0333 -3.1995 -4.7403
C 0.7497 -3.2588 -4.2143
C 0.2330 -2.1736 -3.5242
H 2.3660 1.5286 -2.0747
H 0.9531 2.6039 -2.1083
H 1.6250 1.9560 -3.6359
H -0.7376 1.1061 -4.4832
H -1.6254 1.7075 -3.0480
H -1.8206 0.0245 -3.5885
H 2.8857 -0.0722 -3.7790
H 3.7908 -1.9974 -5.0009
H 2.4378 -4.0467 -5.2778
H 0.1478 -4.1491 -4.3422
H -0.7707 -2.2354 -3.1202

=====

Which structure above is the least stable one? arrangement i is the least stable one.